No. 1
A cluster of 2 separate species, C3H4NO2S in total in a non-equilibrium geometry. Source: the Open Molecules 2025 dataset; level of theory: ωB97M-V with the def2-TZVPD basis set.

The geometry in ORCA input format:
```
! RIJCOSX wB97M-V def2-TZVPD def2/J DEFGRID3
* xyz -1 1
C -0.36337 -0.76611 -1.34070
C -1.36155 0.37166 1.42268
C -0.03855 0.77237 0.42683
N -0.16342 0.42406 -0.85749
O -1.65262 1.21076 2.26307
O -1.72571 -0.78594 1.24963
S 0.32918 2.55191 0.72178
H -0.39078 -0.84777 -2.44990
H -0.59993 -1.51979 -0.63908
H 0.81204 -0.14892 1.21735
H -0.94393 2.66464 1.17843
*
```

Output
DFT total energy = -720.11596 hartree
HOMO = -4.14 eV
ΔE to the lowest compared entry with this formula, charge and spin = 44.6 kcal per mole

What are the Löwdin partial charges on each atom? They are as follows, in elementary charge units:
1 C -0.054
2 C -0.770
3 C -0.700
4 N -0.113
5 O -0.091
6 O -0.057
7 S 0.624
8 H 0.057
9 H 0.038
10 H 0.206
11 H -0.141

=====

No. 2
A structure of composition C12AlB3O24 in a non-equilibrium geometry. Source: the Open Molecules 2025 dataset; level of theory: ωB97M-V with the def2-TZVPD basis set.

The geometry in ORCA input format:
```
! RIJCOSX wB97M-V def2-TZVPD def2/J DEFGRID3
* xyz 0 1
Al -4.02607 0.68555 -1.06072
O 3.11337 -2.83770 -0.16917
C 2.07948 -3.46701 -0.45364
O 1.10704 -2.87085 -1.08640
B -0.09889 -3.69877 -0.94558
O 0.33926 -4.83052 -0.08806
C 1.50365 -4.71908 0.28604
O 2.07836 -5.52672 1.01790
O -0.53559 -4.18703 -2.24144
C -1.66948 -3.70099 -2.55506
O -2.25479 -3.84700 -3.57394
C -2.10285 -2.79248 -1.40693
O -1.28160 -2.87260 -0.46386
O -3.10762 -2.10247 -1.33613
O -1.20180 1.48726 -1.23266
C -0.39377 2.33329 -1.67566
O -0.81839 3.48635 -2.24676
B 0.29825 4.33776 -2.66867
O 1.51188 3.54535 -2.27885
C 1.16147 2.42932 -1.71138
O 1.94237 1.55092 -1.27915
O 0.35121 4.63641 -4.11831
C 0.38651 5.92145 -4.33421
O 0.32555 6.39613 -5.44520
C 0.42513 6.60256 -2.96342
O 0.37296 5.68915 -2.02403
O 0.64208 7.81522 -2.85262
O 0.92394 -0.35855 0.48967
C 0.39321 -0.52915 1.58053
O 0.93992 -0.72070 2.75169
B -0.10832 -0.75434 3.78254
O -1.39706 -0.63408 3.04948
C -1.16451 -0.43391 1.74439
O -1.95229 -0.21816 0.85645
O 0.09004 0.36185 4.71078
C 0.26340 -0.21038 5.95172
O 0.50494 0.36145 7.04738
C 0.43475 -1.74884 5.76729
O 0.10745 -2.00969 4.54934
O 0.81670 -2.56888 6.62666
*
```

Output
DFT total energy = -2580.31819 hartree
HOMO = -10.37 eV
ΔE to the lowest compared entry with this formula, charge and spin = 49.6 kcal per mole

What are the Löwdin partial charges on each atom? They are as follows, in elementary charge units:
1 Al 1.085
2 O 0.232
3 C -0.258
4 O 0.274
5 B -0.762
6 O 0.319
7 C -0.375
8 O 0.220
9 O 0.291
10 C -0.426
11 O 0.205
12 C -0.411
13 O 0.265
14 O 0.018
15 O 0.013
16 C -0.233
17 O 0.242
18 B -0.786
19 O 0.268
20 C -0.297
21 O 0.192
22 O 0.248
23 C -0.372
24 O 0.194
25 C -0.338
26 O 0.247
27 O 0.170
28 O 0.254
29 C -0.269
30 O 0.299
31 B -0.837
32 O 0.271
33 C -0.287
34 O 0.079
35 O 0.239
36 C -0.234
37 O 0.161
38 C -0.338
39 O 0.261
40 O 0.174

=====

No. 3
A structure of composition C16H24F18FeO12P3 in a non-equilibrium geometry. Source: the Open Molecules 2025 dataset; level of theory: ωB97M-V with the def2-TZVPD basis set.

The geometry in ORCA input format:
```
! RIJCOSX wB97M-V def2-TZVPD def2/J DEFGRID3
* xyz -1 5
Fe -13.84814 -12.13186 28.53911
P -12.97471 -12.06054 25.26262
F -12.77396 -12.90972 26.65207
F -14.38870 -12.95745 25.10224
F -13.65223 -10.87585 26.17826
F -13.29089 -11.25263 23.86039
F -11.52406 -11.45006 25.51278
F -12.27904 -13.26566 24.52124
P -15.08584 -9.52987 29.28207
F -13.59367 -9.49699 28.54105
F -14.55121 -8.36729 30.32924
F -15.67926 -8.42063 28.25546
F -16.51264 -9.84899 29.98713
F -15.31246 -10.69142 28.16100
F -14.36316 -10.64460 30.26119
P -15.14411 -14.47208 29.68510
F -13.55302 -14.33569 29.13694
F -15.14528 -15.86626 28.74581
F -14.66634 -15.27571 31.07941
F -16.75658 -14.57014 29.99679
F -14.86108 -12.99565 30.23146
F -15.46389 -13.74142 28.23797
C -11.67153 -17.05562 30.17885
C -11.50863 -17.70877 28.82443
C -12.57055 -17.68423 27.71422
O -11.66988 -17.43205 26.62957
C -10.41082 -17.38399 26.94574
O -9.47763 -17.16940 26.15334
O -10.33183 -17.19105 28.24002
H -12.75410 -16.93708 30.22471
H -11.12521 -16.11369 30.12993
H -11.05690 -17.53365 30.94161
H -11.39980 -18.77495 29.02324
H -13.35049 -16.92711 27.79534
H -13.07227 -18.65153 27.68790
C -8.56921 -11.48492 32.65740
C -9.62975 -12.38235 31.97384
C -11.05891 -12.36636 32.55010
O -11.96554 -12.39371 31.44353
C -11.23614 -12.18304 30.32410
O -11.78994 -12.11743 29.22425
O -10.00089 -12.03193 30.56460
H -7.74444 -11.18444 32.01121
H -8.23230 -11.85883 33.62423
H -8.91414 -10.52710 33.04689
H -9.29400 -13.41389 31.86762
H -11.10417 -11.38657 33.02558
H -11.04089 -13.22461 33.22180
C -18.80082 -12.71238 27.08707
C -20.20358 -13.24131 27.37760
C -20.62142 -14.65987 26.88565
O -21.43495 -15.18119 27.95582
C -21.33658 -14.29833 28.98776
O -22.19473 -14.31793 29.88726
O -20.44498 -13.32417 28.74621
H -18.71572 -11.63702 27.24351
H -18.49035 -13.06423 26.10325
H -17.99702 -13.10448 27.71017
H -20.94150 -12.57186 26.93555
H -19.72227 -15.22056 26.63020
H -21.29453 -14.73373 26.03151
C -16.06891 -12.55577 34.28272
C -15.33405 -13.92167 34.16491
C -13.86154 -13.63501 33.91266
O -13.16839 -13.90161 35.14532
C -14.13115 -14.33191 36.06292
O -13.82840 -14.30936 37.24654
O -15.32633 -14.48050 35.47282
H -17.10586 -12.72165 34.57482
H -15.98074 -11.92639 33.39716
H -15.49176 -12.09726 35.08569
H -15.70885 -14.52425 33.33755
H -13.55833 -12.67355 33.49823
H -13.50036 -14.16612 33.03200
*
```

Output
DFT total energy = -5613.06837 hartree
HOMO (alpha / beta) = -8.65 / -8.52 eV
ΔE to the lowest compared entry with this formula, charge and spin = 81.6 kcal per mole

What are the Löwdin partial charges on each atom? They are as follows, in elementary charge units:
1 Fe 1.023
2 P 0.211
3 F -0.201
4 F -0.203
5 F -0.171
6 F -0.161
7 F -0.131
8 F -0.135
9 P 0.280
10 F -0.188
11 F -0.159
12 F -0.125
13 F -0.123
14 F -0.187
15 F -0.196
16 P 0.377
17 F -0.205
18 F -0.182
19 F -0.155
20 F -0.126
21 F -0.158
22 F -0.183
23 C -0.006
24 C -0.329
25 C -0.040
26 O 0.097
27 C -0.585
28 O 0.107
29 O 0.098
30 H 0.076
31 H 0.081
32 H 0.084
33 H 0.142
34 H 0.114
35 H 0.132
36 C -0.010
37 C -0.203
38 C -0.091
39 O 0.071
40 C -0.539
41 O 0.087
42 O 0.151
43 H 0.089
44 H 0.089
45 H 0.079
46 H 0.152
47 H 0.142
48 H 0.141
49 C 0.000
50 C -0.323
51 C -0.073
52 O 0.052
53 C -0.504
54 O 0.098
55 O 0.092
56 H 0.090
57 H 0.092
58 H 0.068
59 H 0.148
60 H 0.127
61 H 0.129
62 C 0.004
63 C -0.284
64 C -0.140
65 O 0.044
66 C -0.498
67 O 0.123
68 O 0.091
69 H 0.087
70 H 0.089
71 H 0.092
72 H 0.143
73 H 0.115
74 H 0.107

=====

No. 4
A structure of composition C2H6NOS in a non-equilibrium geometry. Source: the Open Molecules 2025 dataset; level of theory: ωB97M-V with the def2-TZVPD basis set.

The geometry in ORCA input format:
```
! RIJCOSX wB97M-V def2-TZVPD def2/J DEFGRID3
* xyz 1 1
C -0.73484 -1.27122 -1.19835
C 0.58431 0.64008 -0.31686
N 0.19172 0.41221 1.18591
O 0.86772 -0.57781 -0.77346
S -2.00450 -0.35833 -0.77021
H -0.34434 -2.21244 -1.64123
H -0.25541 1.10217 -0.80981
H 1.50096 1.29150 -0.34433
H -0.65723 0.78877 1.49250
H 0.88283 0.83654 1.85731
H -0.03121 -0.65145 1.31851
*
```

Output
DFT total energy = -607.62904 hartree
HOMO (alpha / beta) = -14.80 / -14.79 eV
ΔE to the lowest compared entry with this formula, charge and spin = 31.4 kcal per mole

What are the Löwdin partial charges on each atom? They are as follows, in elementary charge units:
1 C -0.344
2 C -0.345
3 N 0.175
4 O -0.159
5 S 0.875
6 H 0.097
7 H 0.052
8 H 0.166
9 H 0.098
10 H 0.188
11 H 0.198